1.
6 unconnected molecules or ions with the total composition C49H106O4. Source: OMol25; level of theory: ωB97M-V with the def2-TZVPD basis set.

Each line ends with the Mulliken charge.
Cartesian coordinates (Å):
C: 10.89 -5.23 0.09  -1.49
C: 9.68 -4.30 -0.03  0.19
C: 9.13 -4.22 -1.46  -0.92
C: 8.32 -2.95 -1.73  -0.69
C: 6.88 -3.00 -1.21  -0.53
C: 5.88 -2.31 -2.13  -0.85
C: 4.43 -2.42 -1.65  -0.81
C: 3.41 -2.64 -2.77  -0.45
C: 2.05 -2.00 -2.50  -0.99
C: 1.10 -2.10 -3.71  -0.02
C: -0.20 -2.86 -3.45  2.31
C: 0.08 -4.29 -3.01  -2.33
C: -1.09 -2.08 -2.47  -1.49
C: -2.05 -2.86 -1.59  -0.80
C: -3.22 -3.51 -2.36  -0.36
C: -4.55 -3.27 -1.69  -0.65
O: -4.51 -3.88 -0.38  -0.28
C: -5.70 -3.82 0.28  0.66
C: -6.63 -4.99 0.02  -1.10
O: -5.97 -2.92 1.01  -0.51
O: -0.93 -2.85 -4.74  -0.41
C: -1.16 -4.01 -5.39  0.11
O: -2.24 -4.49 -5.55  -0.50
H: 10.67 -6.22 -0.33  0.35
H: 11.19 -5.35 1.13  0.38
H: 11.75 -4.81 -0.44  0.37
H: 9.97 -3.30 0.31  0.03
H: 8.89 -4.65 0.64  0.28
H: 8.49 -5.09 -1.63  0.35
H: 9.95 -4.29 -2.18  0.40
H: 8.84 -2.11 -1.26  0.33
H: 8.32 -2.74 -2.81  0.44
H: 6.83 -2.54 -0.22  0.17
H: 6.57 -4.05 -1.09  0.38
H: 5.97 -2.75 -3.13  0.48
H: 6.16 -1.26 -2.23  0.25
H: 4.36 -3.24 -0.93  0.45
H: 4.15 -1.51 -1.10  0.47
H: 3.28 -3.71 -2.94  0.17
H: 3.80 -2.22 -3.71  0.23
H: 2.22 -0.95 -2.25  0.40
H: 1.60 -2.45 -1.61  0.36
H: 1.63 -2.55 -4.55  -0.52
H: 0.81 -1.09 -4.02  0.39
H: 0.75 -4.80 -3.71  0.56
H: 0.57 -4.28 -2.04  0.40
H: -0.83 -4.87 -2.91  0.56
H: -1.67 -1.39 -3.09  0.39
H: -0.44 -1.45 -1.84  0.44
H: -1.52 -3.63 -1.02  0.24
H: -2.45 -2.18 -0.84  0.56
H: -3.08 -4.59 -2.46  0.24
H: -3.27 -3.10 -3.37  0.36
H: -4.74 -2.20 -1.57  0.05
H: -5.37 -3.71 -2.28  0.53
H: -6.12 -5.81 -0.47  0.36
H: -7.45 -4.64 -0.62  0.29
H: -7.07 -5.31 0.96  0.36
H: -0.25 -4.46 -5.84  0.40
C: -7.52 3.80 0.60  -0.62
C: -8.51 2.64 0.52  -0.67
C: -8.00 1.39 1.25  -0.44
C: -6.70 0.81 0.71  -0.45
C: -6.74 0.35 -0.75  -0.51
C: -7.73 -0.77 -1.00  -1.20
H: -6.58 3.57 0.10  0.26
H: -7.92 4.70 0.13  0.49
H: -7.29 4.04 1.64  -0.18
H: -8.73 2.41 -0.53  0.32
H: -9.45 2.94 0.97  0.42
H: -8.78 0.62 1.24  0.41
H: -7.85 1.65 2.30  0.08
H: -6.42 -0.05 1.32  0.35
H: -5.90 1.54 0.83  0.25
H: -5.73 0.02 -1.03  0.22
H: -6.96 1.20 -1.41  0.35
H: -7.50 -1.62 -0.36  0.10
H: -7.69 -1.11 -2.04  0.38
H: -8.76 -0.46 -0.80  0.43
C: 0.64 -1.46 -7.52  -1.16
C: 1.89 -2.33 -7.53  -0.20
C: 3.20 -1.53 -7.47  -0.62
C: 3.42 -0.57 -8.64  -0.95
C: 3.40 -1.23 -10.02  -0.40
C: 4.48 -2.30 -10.20  -1.20
H: 0.59 -0.81 -8.40  0.47
H: -0.26 -2.07 -7.51  0.28
H: 0.62 -0.83 -6.63  0.18
H: 1.89 -2.97 -8.42  0.49
H: 1.87 -3.01 -6.68  0.08
H: 4.04 -2.23 -7.40  0.42
H: 3.21 -0.95 -6.54  0.27
H: 4.38 -0.08 -8.50  0.42
H: 2.67 0.22 -8.62  0.35
H: 3.53 -0.46 -10.78  0.40
H: 2.42 -1.68 -10.20  0.23
H: 5.47 -1.87 -10.04  0.30
H: 4.46 -2.71 -11.21  0.39
H: 4.36 -3.12 -9.50  0.27
C: 11.95 0.56 4.99  -1.19
C: 10.79 -0.27 5.52  -0.39
C: 10.73 -1.68 4.94  -0.85
C: 10.56 -1.75 3.42  -0.42
C: 9.33 -1.03 2.88  -0.28
C: 8.01 -1.61 3.39  -1.22
H: 11.88 0.71 3.91  0.28
H: 11.98 1.54 5.46  0.38
H: 12.90 0.06 5.20  0.29
H: 9.85 0.25 5.32  0.22
H: 10.86 -0.34 6.61  0.38
H: 9.91 -2.23 5.42  0.33
H: 11.65 -2.21 5.21  0.40
H: 10.52 -2.80 3.12  0.21
H: 11.45 -1.34 2.94  0.36
H: 9.35 -1.10 1.78  0.22
H: 9.37 0.03 3.11  0.31
H: 7.94 -2.67 3.14  0.23
H: 7.16 -1.10 2.94  0.37
H: 7.92 -1.51 4.47  0.37
C: -5.10 2.62 3.85  -0.54
C: -6.14 3.37 4.67  0.14
C: -5.61 3.88 6.01  -0.84
C: -5.12 2.78 6.96  -0.93
C: -6.15 1.71 7.29  -0.39
C: -7.40 2.26 7.98  -1.20
H: -4.76 1.71 4.35  0.44
H: -5.51 2.32 2.88  -0.37
H: -4.22 3.24 3.66  0.31
H: -7.01 2.73 4.83  0.47
H: -6.50 4.23 4.10  -0.18
H: -6.39 4.47 6.50  0.45
H: -4.78 4.57 5.82  0.24
H: -4.78 3.25 7.89  0.45
H: -4.23 2.30 6.53  0.32
H: -5.69 0.96 7.94  0.40
H: -6.45 1.18 6.38  0.23
H: -7.13 2.78 8.90  0.30
H: -8.09 1.46 8.24  0.39
H: -7.93 2.97 7.34  0.27
C: -6.07 7.09 1.82  -1.27
C: -5.13 7.01 3.02  -0.19
C: -5.76 7.49 4.32  -0.39
C: -6.21 8.95 4.31  -0.96
C: -5.11 9.96 3.98  -0.41
C: -3.95 9.94 4.97  -1.20
H: -6.36 8.12 1.60  0.35
H: -5.59 6.69 0.92  0.40
H: -6.98 6.51 2.00  0.25
H: -4.22 7.58 2.81  0.41
H: -4.81 5.97 3.15  0.04
H: -5.05 7.33 5.14  0.37
H: -6.63 6.86 4.55  0.28
H: -6.63 9.19 5.29  0.43
H: -7.03 9.07 3.60  0.35
H: -5.55 10.96 3.96  0.40
H: -4.73 9.77 2.97  0.22
H: -4.31 10.14 5.98  0.29
H: -3.21 10.70 4.72  0.38
H: -3.44 8.97 4.98  0.27

Total energy   -60723.87180 eV
Structure (SMILES)   CCCCCCCCCC[C@@](C)(CCCCOC(C)=O)OC=O.CCCCCC.CCCCCC.CCCCCC.CCCCCC.CCCCCC
Charge   0
Orbital gap   10.9912 eV

=====

2.
A molecular structure, C12H29N2O4P3Tb at a distorted geometry. Source: OMol25; level of theory: ωB97M-V with the def2-TZVPD basis set.

Each line ends with the Mulliken charge.
Cartesian coordinates (Å):
Tb: -0.39 0.18 0.12  -0.05
P: 0.40 -0.27 2.92  -0.03
P: -2.77 0.76 -1.56  -0.13
N: 1.50 -0.88 0.15  0.41
N: 0.09 -0.44 -2.14  0.62
H: 2.79 -2.09 -1.04  0.45
H: 1.96 -0.68 -3.15  0.35
H: 2.99 -0.28 -1.15  0.22
C: 2.25 -1.10 -1.08  -0.77
H: 1.18 -2.19 -2.58  0.50
C: 1.36 -1.13 -2.35  -0.87
H: 2.81 -2.49 0.92  0.49
H: -0.44 -0.83 -4.11  0.42
C: 1.80 -2.00 1.04  -0.89
C: -0.78 -0.40 -3.15  -0.16
H: 2.53 -1.43 2.91  0.56
C: 1.55 -1.71 2.54  -1.09
H: 1.19 -2.58 3.08  0.50
H: -3.95 -0.03 -1.56  0.15
H: -3.36 1.94 -2.12  0.17
H: -0.36 -0.96 3.92  0.12
H: 1.29 0.38 3.83  0.14
O: -1.58 -1.59 0.83  -0.47
C: -1.74 -2.85 0.63  0.92
C: -1.37 -3.84 1.71  -0.99
C: -1.85 -3.40 -0.75  -0.96
H: 1.16 -2.75 0.65  0.42
H: -0.60 -3.46 2.38  0.16
H: -2.29 -4.01 2.30  0.39
H: -1.02 -4.79 1.29  0.36
H: -1.46 -2.74 -1.52  0.12
H: -1.29 -4.36 -0.83  0.39
H: -2.90 -3.60 -0.93  0.38
C: -2.08 0.13 -3.08  -0.64
H: -2.64 0.09 -4.01  0.48
C: 3.41 4.66 0.48  -0.74
O: 2.16 4.18 -0.03  -0.32
P: 2.03 2.51 -0.08  0.36
O: 0.24 2.39 0.43  -0.06
C: -0.53 3.54 0.81  -0.72
O: 1.82 2.18 -1.67  -0.13
C: 1.09 3.00 -2.58  -0.49
H: 4.22 3.95 0.26  0.37
H: 3.35 4.76 1.57  0.30
H: 3.66 5.61 0.01  0.26
H: -0.77 3.43 1.85  0.32
H: 0.06 4.43 0.70  0.21
H: -1.37 3.59 0.15  0.28
H: 1.15 4.07 -2.32  0.31
H: 0.03 2.69 -2.61  0.12
H: 1.55 2.84 -3.56  0.27

Total energy   -74370.63010 eV
Spin multiplicity   8
⟨S²⟩   16.463
Charge   +2
Orbital gap (spin up / spin down)   7.3575 / 5.4375 eV

=====

3.
5 unconnected molecules or ions with the total composition C43H76IN3O14 at a distorted geometry. Source: OMol25; level of theory: ωB97M-V with the def2-TZVPD basis set.

Each line ends with the Mulliken charge.
Cartesian coordinates (Å):
C: -5.27 -1.22 7.65  -1.08
C: -5.26 -0.46 6.19  -0.29
C: -4.35 -1.25 5.07  -0.72
I: -4.48 -3.46 5.24  0.07
C: -2.77 -0.71 4.99  0.55
C: -2.18 -0.05 6.38  -0.39
C: -0.63 0.49 6.38  0.07
C: 0.28 0.39 5.00  0.33
C: -0.34 -0.27 3.64  -0.83
C: -1.91 -0.86 3.58  0.65
C: -2.46 -1.56 2.20  -0.67
C: -3.21 -0.54 1.16  0.57
N: -2.35 -0.39 -0.10  -0.62
N: -4.49 -1.27 0.70  -0.85
N: -3.65 0.78 1.76  -0.53
C: 1.82 1.02 5.13  0.24
O: 2.88 0.47 4.51  -0.52
C: 1.91 2.41 6.05  0.17
C: 2.82 3.73 5.68  -0.57
C: 2.77 5.06 6.68  -0.38
C: 1.86 5.14 8.05  -0.30
C: 0.96 3.83 8.43  -0.40
C: 0.99 2.52 7.45  0.38
C: 0.06 1.16 7.75  0.02
O: -0.09 0.65 8.97  -0.55
H: -4.31 -1.86 7.87  0.34
H: -5.33 -0.36 8.47  0.30
H: -6.23 -1.89 7.80  0.32
H: -4.90 0.66 6.38  0.25
H: -6.37 -0.36 5.79  0.30
H: -4.81 -0.99 4.00  0.09
H: -2.79 0.08 7.38  0.23
H: 0.39 -0.33 2.70  0.11
H: -3.19 -2.42 2.50  0.23
H: -1.52 -2.04 1.65  0.22
H: -2.00 -1.35 -0.36  0.23
H: -3.05 -0.15 -0.86  0.28
H: -4.13 -2.24 0.46  0.31
H: -5.10 -1.44 1.56  0.31
H: -3.16 1.52 1.16  0.33
H: -4.67 0.88 1.46  0.35
H: 3.48 3.73 4.69  0.32
H: 3.40 6.03 6.40  0.28
H: 1.78 6.08 8.76  0.34
H: 0.23 3.77 9.37  0.41
C: -4.56 9.46 6.57  -0.84
O: -3.49 8.56 6.40  -0.28
C: -2.21 9.08 6.77  -0.59
C: -1.49 8.20 7.79  0.00
O: -2.12 8.02 9.07  -0.49
C: -3.37 7.32 9.10  -0.29
C: -3.36 5.86 8.61  -0.40
O: -3.07 5.77 7.22  -0.34
C: -2.04 4.84 6.90  -0.68
H: -4.75 9.98 5.63  0.27
H: -5.45 8.89 6.84  0.24
H: -4.38 10.19 7.37  0.40
H: -2.29 10.10 7.15  0.36
H: -1.61 9.12 5.85  0.37
H: -0.53 8.68 8.01  0.45
H: -1.22 7.23 7.37  -0.13
H: -4.13 7.90 8.59  0.05
H: -3.66 7.31 10.15  0.44
H: -4.36 5.44 8.76  0.40
H: -2.65 5.28 9.22  0.23
H: -1.29 4.76 7.69  0.23
H: -1.54 5.20 5.99  0.33
H: -2.48 3.86 6.70  0.28
C: 2.53 -0.42 1.03  -1.08
O: 2.15 -0.80 -0.28  -0.14
C: 3.09 -0.43 -1.29  -0.65
C: 3.53 -1.63 -2.14  0.07
O: 4.22 -2.69 -1.47  -0.51
C: 3.49 -3.44 -0.50  -0.18
C: 2.25 -4.21 -0.99  -0.51
O: 1.22 -3.33 -1.44  -0.22
C: 0.71 -3.64 -2.73  -0.58
H: 2.08 0.55 1.27  0.38
H: 2.15 -1.17 1.73  0.28
H: 3.62 -0.36 1.15  0.47
H: 3.96 0.07 -0.87  0.35
H: 2.58 0.29 -1.94  0.35
H: 4.24 -1.25 -2.88  0.50
H: 2.71 -2.03 -2.73  -0.20
H: 3.24 -2.81 0.36  -0.07
H: 4.20 -4.18 -0.11  0.45
H: 1.85 -4.79 -0.16  0.38
H: 2.56 -4.92 -1.78  0.33
H: 1.47 -4.08 -3.38  0.24
H: 0.37 -2.71 -3.19  0.06
H: -0.14 -4.31 -2.63  0.37
C: -0.49 0.45 -4.78  -0.74
O: 0.44 -0.02 -5.75  -0.31
C: 0.34 -1.41 -6.04  0.12
C: 0.15 -1.68 -7.54  -0.28
O: -1.03 -1.16 -8.16  -0.51
C: -1.16 0.26 -8.23  -0.25
C: -0.10 1.02 -9.03  -0.51
O: 1.19 0.94 -8.42  -0.25
C: 2.23 0.54 -9.30  -0.85
H: -0.03 0.43 -3.79  0.10
H: -0.76 1.48 -5.03  0.29
H: -1.41 -0.15 -4.77  0.40
H: -0.47 -1.88 -5.48  0.33
H: 1.28 -1.87 -5.71  -0.10
H: 0.09 -2.77 -7.66  0.43
H: 1.03 -1.39 -8.11  0.02
H: -1.28 0.68 -7.23  0.01
H: -2.13 0.43 -8.73  0.44
H: -0.37 2.08 -9.06  0.41
H: -0.08 0.65 -10.07  0.33
H: 1.87 -0.13 -10.08  0.43
H: 2.98 0.01 -8.71  0.21
H: 2.69 1.42 -9.75  0.28
C: 3.59 -4.22 -6.28  -0.84
O: 3.21 -4.60 -7.59  -0.26
C: 4.14 -4.23 -8.60  -0.47
C: 4.59 -5.43 -9.45  -0.36
O: 5.28 -6.49 -8.78  -0.47
C: 4.54 -7.24 -7.80  -0.19
C: 3.31 -8.01 -8.30  -0.50
O: 2.28 -7.13 -8.74  -0.24
C: 1.77 -7.44 -10.04  -0.88
H: 3.13 -3.25 -6.03  0.21
H: 3.21 -4.97 -5.58  0.22
H: 4.67 -4.16 -6.15  0.44
H: 5.02 -3.73 -8.18  0.39
H: 3.64 -3.51 -9.25  0.30
H: 5.30 -5.05 -10.19  0.44
H: 3.76 -5.83 -10.04  0.10
H: 4.30 -6.61 -6.95  -0.04
H: 5.25 -7.98 -7.42  0.44
H: 2.90 -8.59 -7.47  0.39
H: 3.61 -8.72 -9.08  0.35
H: 2.52 -7.89 -10.69  0.43
H: 1.43 -6.51 -10.49  0.23
H: 0.91 -8.11 -9.94  0.26

Total energy   -87031.20295 eV
Structure (SMILES)   CC[C@H](I)c1cc2c(cc1CC(N)(N)N)C(=O)c1ccccc1C2=O.COCCOCCOC.COCCOCCOC.COCCOCCOC.COCCOCCOC
Charge   0
Orbital gap   7.0706 eV

=====

4.
A molecular structure, C23H43Cl2F5N3NiO5SiTe at a distorted geometry. Source: OMol25; level of theory: ωB97M-V with the def2-TZVPD basis set.

Each line ends with the Mulliken charge.
Cartesian coordinates (Å):
C: 3.28 -1.92 -7.22  -1.34
C: 2.56 -1.42 -8.44  0.22
H: 3.49 -2.99 -7.32  0.38
H: 2.68 -1.76 -6.31  0.21
H: 4.24 -1.40 -7.10  0.27
C: 2.54 -2.06 -9.61  0.11
C: 3.35 -3.27 -9.90  -1.39
H: 1.90 -1.70 -10.43  0.30
H: 3.36 -4.00 -9.07  0.37
H: 4.40 -3.03 -10.12  0.26
H: 2.94 -3.77 -10.78  0.37
Ni: 0.15 -0.12 -0.32  1.21
Cl: 1.17 -1.06 -2.13  -0.64
C: -0.24 2.24 -1.75  0.46
O: -0.87 1.22 -1.34  -0.54
N: -0.76 3.06 -2.66  0.31
C: -2.15 2.89 -3.05  -0.92
C: 0.00 4.11 -3.31  -0.78
H: 0.76 2.49 -1.36  0.18
H: -2.64 2.23 -2.33  0.25
H: -2.23 2.46 -4.06  0.13
H: -2.64 3.87 -3.06  0.44
H: 0.99 4.16 -2.85  0.30
H: -0.50 5.08 -3.20  0.34
H: 0.12 3.93 -4.39  0.18
H: -3.66 2.16 3.19  0.31
H: -1.75 2.26 4.98  0.30
C: -3.42 1.09 3.17  -0.98
C: -1.51 1.21 4.73  -0.84
N: -2.01 0.89 3.41  0.19
H: -3.68 0.67 2.19  0.25
C: -1.22 0.44 2.41  0.65
O: -1.61 0.20 1.25  -0.61
H: -0.43 1.07 4.76  0.22
H: -0.18 0.30 2.73  0.02
H: -4.00 0.61 3.96  0.33
H: -1.99 0.57 5.48  0.32
H: 0.95 -4.47 -1.19  0.27
H: 0.03 -2.96 -3.12  0.19
C: -0.07 -4.55 -0.80  -0.90
C: -0.92 -3.41 -2.79  -0.96
N: -0.93 -3.52 -1.36  0.26
H: -0.05 -4.43 0.29  0.33
C: -1.53 -2.57 -0.61  -0.28
O: -2.31 -1.73 -0.99  -0.63
H: -1.74 -2.76 -3.11  0.29
H: -1.18 -2.62 0.45  0.53
H: -0.47 -5.54 -1.06  0.30
H: -1.01 -4.41 -3.24  0.35
O: 0.55 -0.48 -7.63  -0.29
C: 1.79 -0.13 -8.24  0.06
C: 0.46 0.50 -10.34  0.04
C: 1.57 0.70 -9.51  0.21
H: -0.32 -0.21 -10.05  0.45
C: 0.37 1.22 -11.54  -0.76
H: 2.38 0.48 -7.54  0.49
C: 2.56 1.63 -9.85  -0.47
H: -0.50 1.08 -12.18  0.37
C: 1.39 2.10 -11.92  -0.38
C: 2.50 2.29 -11.08  -0.62
H: 3.39 1.77 -9.16  0.37
H: 1.34 2.62 -12.89  0.36
H: 3.31 2.96 -11.38  0.37
Si: -0.49 0.26 -6.56  0.00
Cl: 0.74 -1.91 1.09  -0.58
C: -2.19 -0.36 -7.03  -1.02
C: -0.39 2.12 -6.81  -0.99
C: -0.04 -0.29 -4.84  -0.70
H: -2.35 -0.28 -8.11  0.26
H: -2.97 0.23 -6.52  0.32
H: -2.30 -1.41 -6.74  0.31
H: -0.02 -1.39 -4.80  0.08
H: -0.78 0.05 -4.09  0.23
H: 0.94 0.07 -4.51  0.39
H: -0.51 2.36 -7.88  0.35
H: 0.57 2.53 -6.47  0.28
H: -1.20 2.61 -6.25  0.45
F: 3.43 2.69 0.77  -0.44
Te: 2.52 1.40 1.82  2.08
F: 3.41 -0.03 0.95  -0.44
F: 1.76 2.80 2.87  -0.44
F: 4.02 1.47 3.00  -0.39
F: 1.76 0.21 3.14  -0.53
O: 1.04 1.37 0.72  -1.00

Total energy   -134110.14805 eV
ΔE to the lowest compared entry with this formula, charge and spin   0.0 kcal/mol
Spin multiplicity   3
⟨S²⟩   2.004
Charge   -1
Orbital gap (spin up / spin down)   7.2532 / 7.1725 eV

=====

5.
A single C4H7N3 molecule at a distorted geometry. Source: OMol25; level of theory: ωB97M-V with the def2-TZVPD basis set.

Each line ends with the Mulliken charge.
Cartesian coordinates (Å):
C: 1.61 -0.80 -0.79  -0.97
C: 0.56 0.24 -1.12  -0.48
N: 0.01 0.81 0.07  -0.56
C: -0.98 0.38 0.75  0.63
N: -1.44 1.36 1.58  -0.47
C: -1.62 -0.93 0.66  0.10
N: -2.04 -2.00 0.56  -0.37
H: 1.16 -1.65 -0.28  0.30
H: 2.39 -0.38 -0.14  0.29
H: 2.08 -1.15 -1.72  0.32
H: -0.23 -0.16 -1.76  0.35
H: 1.02 1.08 -1.65  0.27
H: -0.64 2.00 1.35  0.33
H: -1.88 1.20 2.48  0.24

Total energy   -8730.46216 eV
ΔE to the lowest compared entry with this formula, charge and spin   28.1 kcal/mol
Structure (SMILES)   CC/N=C(/N)C#N
Charge   0
Orbital gap   9.8981 eV

=====

6.
A single C3H6S3Si molecule at a distorted geometry. Source: OMol25; level of theory: ωB97M-V with the def2-TZVPD basis set.

Each line ends with the Mulliken charge.
Cartesian coordinates (Å):
C: 0.29 1.48 0.38  -0.62
C: -1.24 -0.48 0.12  -0.86
C: -0.33 0.52 -0.67  0.04
Si: 0.99 -2.29 -0.78  0.06
S: 0.30 0.76 2.11  -0.12
S: -0.03 -1.14 1.35  0.00
S: 1.07 -0.26 -1.49  -0.16
H: 1.38 1.70 0.18  0.38
H: -0.42 2.39 0.56  0.33
H: -2.14 -0.04 0.61  0.35
H: -1.58 -1.43 -0.39  0.34
H: -0.91 1.17 -1.24  0.35
H: 2.61 -2.38 -0.74  -0.09

Total energy   -43590.15705 eV
ΔE to the lowest compared entry with this formula, charge and spin   56.5 kcal/mol
Charge   0
Orbital gap   7.2134 eV

=====

7.
A gas-phase ion, C5H7N2 (charge +1) at a distorted geometry. Source: OMol25; level of theory: ωB97M-V with the def2-TZVPD basis set.

Each line ends with the Mulliken charge.
Cartesian coordinates (Å):
C: -1.01 -1.71 -1.48  0.40
C: -1.78 -0.50 -1.14  -0.34
C: -0.46 1.07 0.81  -0.33
C: 0.36 -0.06 0.32  0.44
C: 1.66 -0.56 0.36  -0.95
N: -0.10 -2.39 -1.27  -0.41
N: -0.80 0.03 -0.15  0.04
H: -1.80 0.17 -2.02  0.26
H: -2.79 -0.62 -0.73  0.33
H: -0.95 1.15 1.80  0.28
H: -0.12 2.01 0.25  0.26
H: 2.11 -1.07 -0.54  0.36
H: 1.73 -1.26 1.22  0.31
H: 2.29 0.33 0.58  0.35

Total energy   -8268.06687 eV
ΔE to the lowest compared entry with this formula, charge and spin   108.6 kcal/mol
Structure (SMILES)   CC1=[N+](CC#N)C1
Charge   +1
Orbital gap   11.9562 eV